{
  "formula": "C20H32F3IrN5O8S3",
  "method": "wB97M-V/def2-TZVPD",
  "symbols": ["Ir", "S", "S", "S", "F", "F", "F", "O", "O", "O", "O", "O", "O", "O", "O", "N", "N", "N", "N", "N", "C", "C", "C", "C", "C", "C", "C", "C", "C", "C", "C", "C", "C", "C", "C", "C", "C", "C", "C", "C", "H", "H", "H", "H", "H", "H", "H", "H", "H", "H", "H", "H", "H", "H", "H", "H", "H", "H", "H", "H", "H", "H", "H", "H", "H", "H", "H", "H", "H", "H", "H", "H"],
  "positions_angstrom": [[-0.54958, 0.22799, 1.47278], [-0.04056, -2.59972, 1.19370], [2.62833, -1.43660, -3.41858], [-1.32203, 0.48581, 3.94813], [-2.62082, 3.97307, 6.45230], [-1.39159, 2.20341, 6.56810], [-3.32870, 2.10668, 5.64104], [0.53449, 0.78395, -4.88973], [1.37165, -1.29661, -2.70905], [0.98914, -0.06630, 4.57202], [3.50635, -2.43177, -2.87986], [-2.90457, 0.57020, 1.10823], [-1.46296, 0.79799, -4.08121], [1.57598, -0.34324, 2.51188], [-1.06163, -1.73985, 0.48118], [1.78874, -0.28807, 3.71560], [1.54658, 1.26317, -2.29469], [-0.26665, 0.88450, -3.98323], [-0.73745, 2.43436, 2.37363], [0.34529, 1.05309, -0.46050], [-0.95256, -4.16786, 1.52904], [-1.23063, 2.18133, 3.59923], [-2.11614, -3.93978, 2.46508], [1.45362, -2.92778, -5.36143], [-0.98620, 4.76050, 2.74698], [2.67644, 1.41409, -3.18548], [2.42558, -3.59379, 0.58530], [-2.24502, 2.88274, 5.79841], [1.14743, -3.14855, -0.09475], [-0.61920, 3.68539, 1.95102], [0.23417, 1.07500, -2.66955], [2.32288, -1.70908, -5.19606], [-3.59344, 1.77954, 0.76152], [-1.50683, 4.52372, 4.01396], [-1.63740, 3.21593, 4.45186], [-0.49589, 0.95751, -1.51657], [-4.88752, 1.48126, 0.02911], [2.78665, 1.36588, -0.12829], [3.54821, 0.16811, -3.27127], [1.57206, 1.22282, -0.94997], [2.50890, 1.60510, 0.89367], [2.29105, -4.53087, 1.12071], [3.34560, 0.43200, -0.11576], [0.69528, -3.94565, -0.68075], [0.54900, -2.83812, -4.76367], [2.28327, 1.66499, -4.17352], [-2.69716, -4.85725, 2.54354], [-1.81649, 5.34474, 4.64254], [1.15714, -3.01852, -6.40575], [4.16613, 0.02622, -2.38805], [-0.88641, 5.76666, 2.38015], [-0.21319, -4.84832, 1.94717], [-5.39482, 2.40966, -0.21253], [-4.70121, 0.95190, -0.90364], [3.30742, -1.83393, -5.63578], [-3.78100, 2.30734, 1.70030], [3.28719, 2.25063, -2.82625], [-1.79107, -3.66420, 3.46427], [-5.54346, 0.88088, 0.65249], [-1.55313, 0.80359, -1.43130], [-0.23867, 3.83046, 0.94892], [1.83430, -0.80417, -5.54870], [2.77055, -2.83840, 1.28896], [-3.18510, -0.11770, 0.48916], [1.98614, -3.83094, -5.07389], [1.30646, -2.29350, -0.75166], [4.18912, 0.22020, -4.14652], [3.20396, -3.74360, -0.16105], [-2.93814, 2.40835, 0.14838], [3.43726, 2.14385, -0.51858], [-2.77202, -3.16565, 2.07480], [-1.30309, -4.52478, 0.56248]],
  "spin_multiplicity": 2,
  "lumo_energy_ev": [-7.84, -8.62],
  "homo_energy_ev": [-14.67, -14.82],
  "energy_ha": -3254.6757,
  "total_charge": 2,
  "relative_energy_ev": 3.982,
  "s2": 0.829
}